# 1
C23H62N9O11V as an isolated structure in a non-equilibrium geometry. Source: OMol25; level of theory: wB97M-V/def2-TZVPD.

XYZ file:
```
106
Properties=species:S:1:pos:R:3:forces:R:3:lowdin_charge:R:1
O -1.265739 -4.436308 2.642081 2.3 0.4 -2.5 -0.24
V -0.379788 -3.606934 1.604535 -3.9 3.5 5.0 1.20
C -0.262292 0.440943 2.079678 -1.0 -0.4 -0.9 -0.08
C -1.516287 -0.449586 2.268492 1.3 0.4 0.0 -0.34
O -1.284542 -1.819047 2.094756 1.4 -3.1 -1.5 -0.35
H 0.274280 0.173751 1.165683 0.3 -0.5 0.5 0.03
H 0.294654 0.352242 3.009150 0.5 0.3 -0.3 0.07
H -0.555648 1.467992 1.848419 -0.1 0.2 0.7 0.07
H -2.321810 -0.186769 1.579299 -0.1 0.3 0.2 0.10
H -1.749893 -0.261832 3.322566 -0.9 -0.1 -0.1 0.10
C -4.390592 -3.351613 3.560315 -1.6 -3.5 -1.7 -0.68
O -5.055163 -4.339924 3.886372 0.5 1.2 0.5 0.02
N -4.239941 -3.091670 2.205756 0.9 2.0 1.0 0.14
N -3.773215 -2.494417 4.383947 -0.3 0.6 0.6 0.18
H -3.659267 -2.271094 2.114951 0.0 -0.2 -1.1 0.05
H -4.309625 -3.759924 1.468904 -0.2 -0.4 0.2 0.09
H -2.897784 -2.101935 4.091444 0.0 0.1 0.2 0.06
H -4.021512 -2.587551 5.361727 0.6 0.0 0.0 0.08
C 2.221640 0.758789 -0.670905 -0.5 0.7 -0.6 -0.64
O 1.827009 -0.391054 -0.402342 0.7 -0.3 0.0 -0.04
N 2.688056 1.125327 -1.893039 -0.2 -0.6 0.2 0.20
N 2.146687 1.795296 0.197261 -0.2 0.2 0.6 0.19
H 2.922466 2.092808 -2.103269 0.1 0.1 0.0 0.07
H 2.566201 0.467996 -2.643459 0.1 0.0 0.0 0.11
H 1.862999 2.727709 -0.129786 0.7 -0.1 0.0 0.07
H 1.839730 1.592359 1.134355 0.0 -0.2 -0.1 0.09
C -2.440883 -1.654174 7.769861 -0.1 1.1 -2.9 -0.65
O -3.198773 -2.470914 7.264176 0.5 -0.1 1.1 0.03
N -1.672441 -0.824317 6.928836 -0.1 -0.6 1.0 0.14
N -2.309829 -1.325827 9.055516 -0.6 -0.6 1.5 0.17
H -1.558228 -1.068136 5.966312 -0.2 0.1 0.0 0.06
H -1.256293 0.001521 7.309638 0.2 0.1 -0.3 0.08
H -1.699188 -0.614564 9.399452 0.2 0.1 -0.1 0.10
H -2.961661 -1.723559 9.714265 0.1 0.0 -0.1 0.12
C 2.477469 3.405315 -7.505014 0.5 -0.3 0.6 -0.09
O 3.660340 3.563894 -6.723835 -0.5 0.1 0.6 -0.20
C 3.395008 4.286613 -5.520795 0.5 -0.3 -0.1 -0.22
C 3.082163 3.355463 -4.318385 0.2 -0.2 -1.8 -0.23
N 3.159035 3.988210 -3.017462 -0.9 -1.7 -0.4 -0.07
C 1.954037 4.777939 -2.748762 1.7 1.5 0.4 -0.18
C 1.936871 5.314815 -1.325719 -0.4 -0.2 0.8 -0.18
O 1.327523 4.393921 -0.417743 -0.7 -0.1 0.6 -0.24
C -0.037826 4.021693 -0.662058 0.3 0.0 -0.9 -0.09
H 2.698988 2.625038 -8.230120 -0.1 0.3 -0.3 0.09
H 2.217576 4.366913 -7.952716 -0.2 -0.2 -0.2 0.09
H 1.668245 3.040707 -6.863181 -0.2 0.1 -0.2 0.08
H 2.577929 4.990678 -5.687954 0.0 0.2 0.0 0.11
H 4.317513 4.832713 -5.319116 0.0 0.2 0.2 0.12
H 3.778268 2.518326 -4.433839 0.2 0.1 0.4 0.12
H 2.099645 2.937066 -4.553523 -0.2 -0.1 0.6 0.11
H 4.084492 4.393249 -2.970471 -0.4 0.8 0.5 0.13
H 1.061421 4.180990 -2.915932 0.1 -0.2 -0.1 0.12
H 1.923061 5.651300 -3.409879 -0.3 0.0 -0.2 0.12
H 1.472502 6.305160 -1.266587 -0.5 -0.2 -0.1 0.13
H 2.891123 5.480146 -0.822396 0.4 -0.2 -0.7 0.13
H -0.515599 4.743487 -1.324908 -0.2 0.1 0.1 0.10
H -0.622763 3.912072 0.248550 0.3 0.3 0.3 0.09
H -0.083170 3.058675 -1.177603 0.0 0.1 0.0 0.05
C 0.909011 -2.718884 4.975138 -0.4 0.0 0.7 -0.06
O 1.091630 -3.113369 3.617768 -0.1 0.3 -0.8 -0.23
C 2.125377 -2.307851 3.053515 1.2 -1.3 -0.5 -0.19
C 2.603283 -2.968738 1.758624 -0.1 0.6 -0.1 -0.13
N 1.467763 -2.910577 0.768805 1.2 -0.6 0.0 -0.14
C 1.809000 -3.506403 -0.553777 0.3 -0.4 -0.8 -0.18
C 2.371925 -4.929241 -0.541069 0.6 0.7 -0.4 -0.20
O 3.692289 -5.058767 -0.090830 0.0 0.0 1.6 -0.20
C 4.716533 -4.224168 -0.569964 0.0 0.1 -1.1 -0.09
H 1.836297 -2.928950 5.510619 0.0 0.2 0.0 0.10
H 0.114428 -3.249484 5.498110 -0.1 -0.4 -0.6 0.10
H 0.643912 -1.661518 5.053712 0.3 0.1 -0.2 0.09
H 2.997887 -2.355668 3.710797 -0.1 0.3 0.2 0.14
H 1.833124 -1.269130 2.889687 -0.2 -0.1 0.1 0.12
H 3.034907 -3.961110 1.866602 -0.4 -0.1 0.3 0.13
H 3.393793 -2.352513 1.319066 0.1 0.0 0.2 0.13
H 1.591524 -1.908214 0.576181 -1.4 0.5 -0.3 0.07
H 2.474860 -2.833300 -1.097865 0.1 0.0 0.2 0.11
H 0.934092 -3.540808 -1.213567 -0.3 0.1 0.3 0.12
H 2.381566 -5.315611 -1.568836 -0.7 0.0 0.1 0.14
H 1.766617 -5.544229 0.134148 0.1 -0.3 -0.3 0.13
H 4.541710 -3.142199 -0.561527 -0.4 -0.1 0.3 0.08
H 4.898697 -4.473585 -1.623009 0.4 0.0 0.1 0.10
H 5.593022 -4.408712 0.044539 0.0 -0.2 -0.1 0.10
C -5.164918 1.584988 -2.721854 0.2 0.1 -0.7 -0.11
O -4.548256 2.803996 -2.369674 0.3 -0.5 0.2 -0.18
C -3.860945 2.784046 -1.124260 0.0 0.8 -0.5 -0.21
C -2.851264 1.677259 -0.923539 0.1 -0.6 -0.1 -0.23
N -1.826164 1.614541 -1.974867 -0.9 -0.5 0.4 -0.04
C -0.862601 0.502636 -1.731856 -1.3 1.6 -0.7 -0.18
C -1.493864 -0.887283 -1.867183 1.5 0.7 0.0 -0.22
O -2.257050 -0.854343 -3.051896 -0.5 -0.3 0.4 -0.18
C -2.706128 -2.136941 -3.416217 0.8 -1.1 0.0 -0.10
H -5.808750 1.200449 -1.925823 -0.1 0.0 -0.1 0.10
H -4.430411 0.831957 -3.034813 0.0 -0.2 0.4 0.07
H -5.720399 1.792153 -3.637681 -0.3 0.0 0.3 0.09
H -4.591707 2.766176 -0.307782 0.1 0.0 0.1 0.13
H -3.360130 3.753708 -1.160165 0.1 0.0 0.5 0.12
H -3.398027 0.724245 -0.852158 0.0 0.0 0.0 0.11
H -2.351591 1.788644 0.045368 -0.1 0.3 0.0 0.10
H -2.356514 1.332303 -2.795062 0.3 0.4 -0.3 0.09
H -0.461839 0.742060 -0.747847 0.4 -0.6 -0.1 0.08
H -0.172602 0.696064 -2.555561 0.6 -0.6 0.4 0.12
H -1.989833 -1.168604 -0.932320 -0.8 -0.1 -0.3 0.11
H -0.645616 -1.578281 -1.968776 0.0 -0.3 -0.1 0.11
H -1.842123 -2.781767 -3.644314 0.1 0.1 0.1 0.09
H -3.291554 -2.170195 -4.331532 -0.3 0.7 0.2 0.09
H -3.218121 -2.644787 -2.592517 -0.4 0.2 -0.1 0.09
```
Positions in Å, forces in eV/Å.

As for the HOMO-LUMO gap (alpha / beta): 5.860 / 6.159 eV. The max |F| is 0.1418 hartree/bohr. The LUMO energy (alpha / beta) is -4.95 / -4.65 eV. As for the spin multiplicity: 2. The total charge is +1. As for the expectation value of S²: 0.793. Its total energy is -86468.48462 eV.

# 2
C24H26BiN4Si as an isolated structure in a non-equilibrium geometry. Source: OMol25; level of theory: wB97M-V/def2-TZVPD.

XYZ file:
```
56
Properties=species:S:1:pos:R:3:forces:R:3:lowdin_charge:R:1
C 0.825101 2.087344 0.528378 -0.2 0.0 1.0 -0.16
C -0.164240 2.828748 -0.160840 -0.2 -0.2 0.3 -0.11
C -1.302858 2.911858 0.649323 0.0 -0.1 0.1 -0.14
H -0.057871 3.261108 -1.159636 -0.1 -0.2 0.4 0.11
C -1.026954 2.238020 1.892033 -1.3 -0.7 -0.7 -0.36
C 0.310630 1.708114 1.790599 1.0 0.1 -0.7 -0.26
H 0.864470 1.261403 2.609397 0.0 0.1 -0.3 0.08
H 1.818313 1.855469 0.154498 -0.2 0.0 0.1 0.09
H -2.209645 3.468982 0.412928 0.3 -0.3 0.1 0.10
H -1.625797 2.332002 2.796704 0.3 0.2 -0.1 0.06
Bi -1.729053 -0.287106 1.587321 1.2 2.8 -2.0 1.60
C -1.112109 -2.052453 -1.513320 0.9 -0.1 -0.8 -0.21
H -1.871950 -1.840065 -0.737119 0.5 -0.1 -0.6 -0.04
H -0.575718 -2.982822 -1.268236 -0.4 0.2 -0.2 0.01
H -1.611739 -2.142593 -2.504920 0.2 -0.3 0.7 0.06
Si 0.130552 -0.617669 -1.819557 -1.1 1.2 -1.7 0.64
C 1.669626 -0.507367 -2.841957 0.8 -0.8 -0.8 -0.32
C 2.395693 0.701993 -2.707039 0.4 -0.4 0.2 -0.13
H 1.864645 1.633093 -2.486868 0.2 -0.4 0.3 0.10
C 3.789602 0.710427 -2.817310 -0.6 -0.2 -0.3 -0.07
H 4.335063 1.644921 -2.652619 -0.1 -0.4 -0.1 0.11
C 4.450638 -0.484735 -3.135740 -0.1 0.0 0.1 -0.09
H 5.542667 -0.507782 -3.103863 -0.4 -0.1 -0.2 0.11
C 3.714921 -1.623957 -3.487026 0.3 0.3 -0.1 -0.08
H 4.245772 -2.512162 -3.832908 -0.2 0.2 0.1 0.10
C 2.319449 -1.623191 -3.376414 0.6 0.5 0.2 -0.10
H 1.734058 -2.479170 -3.692792 0.1 -0.2 0.3 0.10
C -0.938709 0.713077 -2.650361 -0.7 -0.5 0.0 -0.27
C -0.509835 1.588277 -3.657354 -0.2 0.4 0.3 -0.10
H 0.425438 1.393479 -4.175724 -0.1 0.2 0.2 0.10
C -1.271163 2.714485 -4.001512 0.2 -0.5 0.0 -0.07
H -0.911317 3.373113 -4.789075 -0.1 -0.1 0.2 0.11
C -2.471989 2.971211 -3.346039 0.0 -0.1 0.2 -0.08
H -3.042429 3.871796 -3.565352 0.1 -0.2 0.1 0.11
C -2.973259 2.028287 -2.446455 -0.1 -0.3 -0.3 -0.09
H -3.926827 2.182614 -1.944748 0.1 0.0 -0.3 0.10
C -2.259508 0.854204 -2.202352 0.0 0.6 0.2 -0.14
H -2.736741 0.035924 -1.653941 0.2 0.4 0.2 0.08
H -0.596710 -0.057863 0.025023 -1.3 -0.2 1.8 -0.10
H 0.885348 -0.077383 -0.694758 -0.3 -0.2 0.8 0.01
N -0.396829 -1.231860 5.712447 0.1 0.1 0.4 0.12
C -0.591915 0.059650 6.201808 0.0 -0.7 -0.5 -0.03
C -0.825234 0.843760 5.111800 -0.2 -0.7 -0.6 -0.08
N -0.821596 0.053655 3.970809 0.8 -1.6 0.7 -0.05
C -0.503983 -1.192318 4.365397 -0.7 1.7 0.4 -0.29
C -0.355331 -2.320299 3.475220 -0.3 -0.6 -1.5 -0.29
N -0.423511 -2.257043 2.123000 0.5 -0.3 1.9 -0.07
C -0.217141 -3.558523 1.659245 -0.2 0.9 0.4 -0.08
C -0.090698 -4.392264 2.726144 0.0 0.4 0.3 -0.03
N -0.184770 -3.598618 3.865059 0.2 -0.1 -0.1 0.13
H -0.210073 -2.069291 6.262631 0.0 0.7 -0.1 0.17
H -0.580367 0.285828 7.248991 0.1 0.0 0.1 0.12
H -0.982993 1.908047 5.041623 -0.1 -0.1 0.1 0.12
H -0.134764 -3.744682 0.598484 -0.2 -0.2 0.3 0.10
H 0.040419 -5.455170 2.781864 0.1 -0.1 0.0 0.13
H -0.116770 -3.904484 4.835132 0.0 -0.1 -0.7 0.17
```
Positions in Å, forces in eV/Å.

As for the HOMO-LUMO gap: 6.610 eV. The max |F| is 0.0712 hartree/bohr. The LUMO energy is -3.50 eV. The total charge is +1. Its total energy is -44978.21736 eV.

# 3
C26H24CsF6N6O6S4 as an isolated structure. Source: OMol25; level of theory: wB97M-V/def2-TZVPD.

XYZ file:
```
73
Properties=species:S:1:pos:R:3:forces:R:3:lowdin_charge:R:1
Cs -1.438834 2.731499 0.351082 -0.1 0.3 0.4 1.09
S -3.301041 4.598072 2.697223 0.0 0.0 0.1 0.34
C -2.358162 3.474285 3.556110 0.0 0.2 -0.1 -1.26
N -2.178536 2.208550 3.271671 0.1 -0.1 0.0 -0.10
C -1.262041 1.609683 4.110863 -0.1 -0.1 -0.1 -0.35
C -0.844359 0.284387 3.995992 0.0 0.0 0.0 -0.03
C 0.116337 -0.207775 4.863015 0.0 0.0 0.0 -0.11
C 0.664261 0.612349 5.851859 0.0 -0.1 0.0 -0.11
C 0.252711 1.930493 5.981548 0.0 0.1 0.0 -0.11
C -0.708067 2.426353 5.110217 0.0 -0.1 0.0 -0.50
S -1.397593 4.010587 4.964740 0.0 0.0 0.0 0.96
H -1.273724 -0.339245 3.221622 0.0 0.0 0.0 0.10
H 0.440453 -1.238528 4.771748 0.0 0.0 0.0 0.08
H 1.415962 0.217484 6.524612 0.0 0.0 0.0 0.09
H 0.685178 2.564631 6.745953 0.0 0.0 0.0 0.10
F -4.911041 4.948420 -2.348912 0.0 0.0 0.0 0.15
C -4.352092 4.595657 -3.502774 0.0 0.0 0.1 -0.68
F -4.441465 5.613137 -4.356416 0.0 0.0 0.0 0.14
F -5.017326 3.556141 -4.003208 0.0 0.0 0.0 0.14
S -2.590740 4.161974 -3.199444 0.0 -0.2 -0.2 0.59
O -2.620863 3.014880 -2.322590 -0.1 0.0 -0.1 -0.46
O -1.993424 5.364028 -2.717711 0.0 0.0 -0.1 -0.25
N -2.152937 3.775291 -4.669609 0.1 0.1 0.1 -0.29
S -1.381265 2.453489 -4.968063 -0.1 -0.1 -0.1 0.60
O 0.001609 2.428327 -4.566797 0.0 0.0 0.0 -0.28
O -2.100376 1.217531 -4.702721 0.0 0.0 0.0 -0.31
C -1.386787 2.583498 -6.804620 0.1 0.0 0.0 -0.69
F -0.768259 1.502270 -7.297757 0.0 0.0 0.0 0.12
F -0.738198 3.666044 -7.217770 0.0 0.0 0.0 0.15
F -2.626759 2.610638 -7.283244 0.0 0.0 0.0 0.14
N -0.391348 -0.602579 -3.305108 0.0 -0.2 0.1 0.17
C -1.463692 -1.616460 -3.069485 0.1 0.0 -0.1 -0.15
C -2.635999 -1.009364 -2.293649 -0.2 0.0 0.2 -0.25
N -2.323747 0.015961 -1.306372 0.2 -0.1 -0.4 0.01
H 0.306332 -0.969137 -3.947370 0.0 0.1 -0.1 0.16
H 0.104016 -0.486592 -2.397306 0.0 0.0 0.0 0.11
H -0.790680 0.261495 -3.698562 0.1 0.0 0.1 0.09
H -0.979996 -2.425263 -2.524696 -0.1 0.0 0.0 0.11
H -1.810147 -1.973799 -4.038052 0.0 0.0 0.0 0.12
H -3.159550 -1.846722 -1.823994 0.0 0.0 0.0 0.11
H -3.332269 -0.556938 -2.999524 0.0 0.0 0.0 0.11
H -2.277994 0.903484 -1.797476 0.0 0.1 0.1 -0.01
H -1.434470 -0.128920 -0.833114 0.0 -0.1 0.0 0.01
O 1.135960 1.950691 1.626713 0.0 0.0 0.0 -0.06
C 1.308653 0.842875 1.155010 -0.1 -0.1 -0.2 -0.59
N 2.151880 -0.108396 1.716762 0.1 0.0 0.1 0.16
C 1.997065 -1.379251 1.029915 0.0 0.2 0.0 -0.28
C 1.111425 -0.910027 -0.151538 -0.3 -0.1 -0.1 -0.47
O 0.804329 -1.658607 -1.098367 0.0 0.0 0.0 -0.01
N 0.717088 0.345918 -0.006605 0.2 0.1 0.1 0.13
C 1.274702 -2.379969 1.922050 -0.1 0.0 0.0 -0.15
C 2.002736 -3.087925 2.874519 0.0 0.0 0.0 -0.03
C 1.363342 -3.923144 3.778346 0.0 0.0 0.0 -0.09
C -0.016303 -4.064837 3.736667 0.0 0.0 0.0 -0.10
C -0.748287 -3.369079 2.785238 0.0 0.0 0.0 -0.07
C -0.106533 -2.533283 1.881872 0.0 0.0 0.0 -0.02
C 3.300096 -1.935930 0.480308 0.0 0.0 0.0 -0.16
C 3.298687 -3.190959 -0.126471 0.0 0.0 0.0 -0.03
C 4.461228 -3.708767 -0.671867 0.0 0.0 0.0 -0.08
C 5.643653 -2.979831 -0.616565 0.0 0.0 0.0 -0.10
C 5.648813 -1.731285 -0.017137 0.0 0.0 0.0 -0.09
C 4.480928 -1.208822 0.527699 0.0 0.0 0.0 -0.02
H 2.224932 -0.080841 2.724219 0.0 0.0 0.0 0.15
H 3.080958 -2.982279 2.901445 0.0 0.0 0.0 0.12
H 1.943863 -4.461342 4.517071 0.0 0.0 0.0 0.10
H -0.520189 -4.710678 4.444315 0.0 0.0 0.0 0.10
H -1.825693 -3.467969 2.749258 0.0 0.0 0.0 0.11
H -0.694723 -1.993444 1.149505 0.0 0.0 0.0 0.11
H 2.376319 -3.755233 -0.172984 0.0 0.0 0.0 0.12
H 4.446067 -4.684940 -1.140700 0.0 0.0 0.0 0.10
H 6.553461 -3.386149 -1.040512 0.0 0.0 0.0 0.09
H 6.564115 -1.154474 0.029317 0.0 0.0 0.0 0.10
H 4.478330 -0.231308 0.990610 0.0 0.0 0.0 0.11
```
Positions in Å, forces in eV/Å.

As for the HOMO-LUMO gap: 6.105 eV. The max |F| is 0.0091 hartree/bohr. The LUMO energy is 1.79 eV. The total charge is -1. Its total energy is -108777.12294 eV.